i.
The following is a quantum chemistry calculation of a cluster of 2 separate species, CH8NS2 in total, from OMol25.

Positions of all 12 atoms, in Å:
1 N -1.69503 0.22914 1.92272
2 H -0.77423 0.13309 1.44639
3 H -2.54344 0.14779 1.35433
4 H -1.82990 -0.58689 2.52954
5 H -1.78563 1.04248 2.52817
6 C 1.17952 0.23518 -2.26272
7 S 0.95585 0.70944 -0.58213
8 S 0.84431 -0.95467 0.50543
9 H 1.43587 1.15910 -2.77698
10 H 0.20421 -0.17593 -2.53442
11 H 1.88364 -0.53528 -2.58848
12 H 2.12483 -1.40344 0.45814

Calculated values
Total charge ... +1
Kohn-Sham gap ... 0.3164 hartree

Atomic partial charges in e from the natural (NBO) method, atoms 1 to 5: N -0.88; H 0.46; H 0.46; H 0.45; H 0.45

***

ii.
The following is a quantum chemistry calculation of a cluster of 2 separate species, CH8NS2 in total, from OMol25.

Positions of all 12 atoms, in Å:
1 N -2.16990 -1.82320 0.37410
2 H -2.70371 -1.28971 -0.32759
3 H -2.75882 -1.88248 1.20892
4 H -1.34785 -1.23205 0.55408
5 H -1.92168 -2.71935 -0.04347
6 C 2.30294 0.95317 0.07034
7 S 0.82225 0.00374 0.55082
8 S -0.57406 0.73362 -0.84424
9 H 2.99618 0.32867 -0.49008
10 H 1.95702 1.80802 -0.50137
11 H 2.76573 1.35203 0.96630
12 H 0.09342 0.35265 -1.94929

Calculated values
Total charge ... +1
Kohn-Sham gap ... 0.3232 hartree

Atomic partial charges in e from the natural (NBO) method, atoms 1 to 5: N -0.87; H 0.46; H 0.46; H 0.46; H 0.46

***

ii ends up most stable, edging out the next structure by 6.5 kcal/mol.

***

i.
The following is a quantum chemistry calculation of a cluster of 2 separate species, CH3O2 in total, from OMol25.

Positions of all 6 atoms, in Å:
1 O 0.28461 -0.58584 2.20960
2 H -0.18309 -1.44317 2.24017
3 O 0.09319 0.62966 -1.84268
4 C -0.25730 0.19702 -0.75151
5 H -1.36226 -0.12691 -0.88864
6 H 0.06668 0.03739 0.22222

Calculated values
Total charge ... -1
Kohn-Sham gap ... 0.2565 hartree

Atomic partial charges in e from the natural (NBO) method, atoms 1 to 5: O -1.35; H 0.39; O -0.58; C 0.28; H 0.03

***

ii.
The following is a quantum chemistry calculation of the ion CH3O2 with charge -1, from OMol25.

Positions of all 6 atoms, in Å:
1 O 0.04220 -1.10477 -0.68034
2 H -0.22229 -1.56247 0.09325
3 O -0.98088 0.64764 0.84716
4 C 0.01454 0.44007 0.10850
5 H -0.01783 1.08159 -0.74485
6 H 1.16425 0.49795 0.37628

Calculated values
SMILES ... [O-]CO
Total charge ... -1
Kohn-Sham gap ... 0.2865 hartree

Atomic partial charges in e from the natural (NBO) method, atoms 1 to 5: O -0.95; H 0.43; O -0.83; C 0.28; H 0.05

***

ii ends up most stable, edging out the next structure by 18.2 kcal/mol.